Here is a cluster of 3 separate species, C6H20BFN4O4P in total from the Open Molecules 2025 dataset. Energies are from wB97M-V/def2-TZVPD.

Results
Electronic energy   -1226.91945 Eh
Total charge   -1
Gap between HOMO and LUMO   7.4041 eV
Maximum force   0.5 eV/Å
E_HOMO   -4.698 eV

Geometry as XYZ:
```
37
Properties=species:S:1:pos:R:3:forces:R:3
C 1.450 1.762 -3.121 -0.2 -0.1 0.2
C 2.541 0.794 -2.654 0.0 -0.2 -0.2
O 2.078 -0.074 -1.655 0.0 0.0 0.2
B 2.559 0.150 -0.290 -0.1 0.2 -0.1
F 3.849 -0.428 -0.094 0.1 -0.1 0.0
C 2.558 1.706 0.239 0.2 -0.2 0.3
C 3.954 2.357 0.280 0.0 0.0 -0.2
P 1.279 -0.904 0.830 0.5 0.2 -0.1
O 1.653 -1.271 2.242 -0.2 -0.3 0.3
H 0.707 1.849 -2.329 0.0 0.1 0.0
H 0.931 1.378 -4.000 0.0 0.1 -0.1
H 1.829 2.762 -3.334 0.1 0.0 -0.1
H 3.432 1.340 -2.330 0.0 0.1 0.1
H 2.850 0.178 -3.506 0.1 0.0 0.0
H 2.185 1.705 1.270 -0.1 0.1 0.0
H 1.862 2.332 -0.325 0.0 -0.1 -0.1
H 3.918 3.440 0.131 0.0 0.0 0.1
H 4.615 1.949 -0.487 0.0 0.0 0.0
H 4.441 2.154 1.234 0.0 0.0 0.0
H 0.896 -2.057 0.088 -0.2 0.1 -0.1
H 0.053 -0.172 0.819 -0.2 -0.1 -0.2
C -2.178 -2.882 1.273 0.1 0.0 0.3
O -2.020 -2.426 0.148 -0.4 0.1 0.0
N -3.426 -3.030 1.831 0.0 -0.1 -0.1
N -1.141 -3.265 2.060 0.0 -0.2 -0.3
H -3.572 -3.379 2.759 0.0 0.0 0.0
H -4.218 -2.730 1.294 0.0 0.1 0.0
H -0.205 -3.115 1.716 0.0 0.2 0.1
H -1.262 -3.631 2.984 0.0 0.1 0.0
C -4.367 0.772 0.357 0.1 0.0 -0.1
O -5.308 1.552 0.319 0.0 0.0 0.0
N -4.385 -0.444 -0.264 0.0 -0.2 0.1
N -3.205 1.043 1.023 -0.1 0.0 0.1
H -3.603 -1.082 -0.223 0.2 -0.1 -0.2
H -5.201 -0.686 -0.791 0.0 0.1 0.0
H -3.133 1.930 1.482 0.0 0.0 0.0
H -2.415 0.421 1.023 0.0 0.0 -0.1
```
Positions in Å, forces in eV/Å.